(1)
C32H51BrF2N6PS2ScSi | wB97M-V/def2-TZVPD

Each line ends with the Mulliken charge.
CARTESIAN COORDINATES (ANGSTROEM)
Sc1 -1.70 0.72 0.91  -0.232
N1 -3.43 2.42 0.64  -0.131
N2 -3.51 3.22 -0.51  -0.658
C1 -2.58 3.15 -1.47  0.467
N3 -2.71 3.99 -2.49  -0.433
S1 -1.31 2.03 -1.43  -0.235
H1 -4.31 1.94 0.76  0.374
H2 -3.27 3.01 1.45  0.390
H3 -4.22 3.94 -0.53  0.207
H4 -3.44 4.68 -2.55  0.193
H5 -2.03 3.96 -3.23  0.227
N4 -0.09 3.40 3.98  -0.050
C2 0.86 3.83 3.06  0.870
C3 1.96 4.67 3.20  -1.353
C4 2.70 4.89 2.06  -0.617
C5 2.35 4.29 0.83  -0.677
C6 1.27 3.45 0.71  -0.477
C7 0.51 3.22 1.86  0.216
N5 -0.63 2.43 2.06  0.750
C8 -0.94 2.58 3.34  0.240
C9 -2.09 1.91 3.91  -0.395
C10 -2.55 1.92 5.20  -0.590
S2 -3.94 0.95 5.32  -0.100
C11 -3.83 0.58 3.67  -0.419
N6 -2.83 1.15 3.04  0.760
H6 -0.13 3.66 4.96  0.244
H7 2.22 5.13 4.14  0.457
H8 3.56 5.54 2.10  0.434
H9 2.96 4.50 -0.04  0.499
H10 1.01 3.00 -0.24  0.336
H11 -2.14 2.43 6.06  0.438
H12 -4.54 -0.07 3.19  0.348
F1 -1.33 -2.17 1.02  -0.276
C12 -1.88 -1.25 1.85  -0.065
F2 -0.71 -0.51 2.42  -0.310
H13 -2.26 -1.77 2.73  0.534
C13 -2.21 -1.42 -2.20  -1.492
P1 -3.33 -0.68 -0.97  1.435
C14 -4.47 0.28 -2.03  -1.206
C15 -4.40 -2.05 -0.45  0.426
C16 -4.89 -2.99 -1.36  -0.575
C17 -5.75 -3.99 -0.94  -0.810
C18 -6.15 -4.06 0.39  -0.520
C19 -5.68 -3.13 1.30  -0.557
C20 -4.81 -2.14 0.88  0.031
H14 -2.77 -1.92 -2.99  0.715
H15 -1.56 -2.14 -1.71  0.223
H16 -1.59 -0.64 -2.64  0.357
H17 -4.92 -0.37 -2.77  0.495
H18 -3.93 1.07 -2.55  0.357
H19 -5.27 0.72 -1.43  0.346
H20 -4.60 -2.95 -2.40  0.312
H21 -6.12 -4.71 -1.66  0.421
H22 -6.82 -4.85 0.71  0.406
H23 -5.98 -3.19 2.34  0.416
H24 -4.42 -1.42 1.59  -0.335
C21 2.60 1.09 -2.84  -1.629
C22 2.91 -0.40 -2.70  2.637
C23 1.92 -1.15 -3.60  -1.841
C24 4.34 -0.65 -3.23  -1.697
Si1 2.85 -1.04 -0.90  -2.713
Br1 0.85 0.01 -0.10  0.919
C25 4.13 -0.30 0.29  2.880
C26 3.68 -0.30 1.76  -1.692
C27 5.43 -1.13 0.17  -1.778
C28 4.46 1.16 -0.06  -2.038
C29 2.49 -2.90 -0.68  2.788
C30 3.55 -3.69 -1.49  -1.796
C31 2.57 -3.33 0.79  -2.114
C32 1.09 -3.31 -1.17  -1.582
H25 2.73 1.37 -3.89  0.575
H26 3.25 1.73 -2.24  0.311
H27 1.56 1.32 -2.57  0.202
H28 1.98 -0.71 -4.61  0.627
H29 0.89 -1.04 -3.25  0.121
H30 2.15 -2.21 -3.70  0.332
H31 4.38 -0.37 -4.28  0.545
H32 4.64 -1.70 -3.16  0.311
H33 5.09 -0.05 -2.70  0.347
H34 3.41 -1.29 2.13  0.323
H35 2.84 0.37 1.92  0.200
H36 4.52 0.06 2.37  0.563
H37 5.31 -2.15 0.53  0.346
H38 6.20 -0.66 0.78  0.554
H39 5.80 -1.18 -0.86  0.321
H40 3.57 1.79 -0.01  0.193
H41 4.92 1.27 -1.04  0.309
H42 5.17 1.54 0.67  0.640
H43 4.57 -3.44 -1.20  0.338
H44 3.45 -3.54 -2.56  0.333
H45 3.40 -4.75 -1.29  0.552
H46 3.57 -3.21 1.21  0.391
H47 2.31 -4.39 0.86  0.607
H48 1.86 -2.78 1.41  0.284
H49 0.91 -3.07 -2.22  0.357
H50 0.32 -2.84 -0.56  0.035
H51 0.99 -4.39 -1.06  0.528

Values from the calculation:
- charge = +2
- gap between HOMO and LUMO (eV) = 8.4
- multiplicity = 1
- highest occupied orbital energy (eV) = -13.634
- relative energy (zero: lowest compared OMol25 entry of this formula, charge and spin) (eV) = 0.369
- maximum force (Eh/bohr) = 0.0088



(2)
C32H51FN3O3 | wB97M-V/def2-TZVPD

Each line ends with the Mulliken charge.
CARTESIAN COORDINATES (ANGSTROEM)
C1 3.08 -4.93 2.60  -1.049
C2 1.89 -3.86 2.41  -0.286
C3 1.40 -3.74 0.91  -0.871
C4 1.80 -2.35 0.23  0.039
C5 3.37 -2.32 0.11  -0.712
C6 4.02 -0.88 0.19  -0.413
C7 3.57 -0.01 1.43  -0.583
C8 3.30 1.52 1.13  -0.919
C9 2.46 1.80 -0.18  -0.309
C10 1.13 2.64 0.07  -1.035
C11 -0.03 1.57 0.26  -0.343
C12 -1.47 2.21 0.36  -0.574
C13 -2.43 1.04 0.86  -0.446
O1 -3.81 1.27 0.47  -0.370
C14 -4.57 0.16 0.77  0.498
O2 -4.14 -0.71 1.49  -0.505
C15 -5.99 -0.02 0.16  0.823
C16 -6.20 0.60 -1.17  -0.820
C17 -7.50 0.45 -1.77  -0.450
N1 -8.51 -0.27 -1.15  0.036
C18 -8.36 -0.88 0.09  0.309
C19 -9.54 -1.69 0.72  -1.422
C20 -9.09 -3.23 0.67  0.578
C21 -9.81 -4.03 -0.51  -1.162
O3 -9.29 -3.84 1.95  -0.519
C22 -7.07 -0.75 0.82  0.407
C23 -6.90 -1.39 2.24  -0.608
C24 -6.67 -0.22 3.30  -0.472
F1 -5.42 -0.38 3.97  -0.295
H1 4.07 -4.41 2.59  0.257
H2 3.08 -5.71 1.80  0.269
H3 3.01 -5.43 3.61  0.321
H4 2.30 -2.90 2.83  0.123
H5 1.08 -4.21 3.11  0.395
H6 1.89 -4.58 0.33  0.376
H7 0.30 -3.93 0.89  0.330
H8 1.34 -1.48 0.77  -0.136
H9 1.30 -2.39 -0.79  0.341
H10 3.62 -2.72 -0.91  0.340
H11 3.91 -2.97 0.85  0.009
H12 5.13 -1.04 0.30  0.315
H13 3.87 -0.39 -0.81  0.413
H14 2.68 -0.43 1.99  0.192
H15 4.42 -0.04 2.17  0.410
H16 4.24 2.15 1.16  0.365
H17 2.68 1.91 1.99  0.401
H18 3.14 2.36 -0.89  0.281
H19 2.15 0.87 -0.74  0.279
H20 1.21 3.32 0.96  0.375
H21 0.96 3.30 -0.82  0.366
H22 0.25 0.97 1.17  0.202
H23 0.00 0.85 -0.61  0.329
H24 -1.86 2.50 -0.65  0.286
H25 -1.50 3.10 1.05  0.336
H26 -2.31 0.98 1.97  0.279
H27 -2.05 0.11 0.35  0.347
H28 -5.39 1.16 -1.68  0.492
H29 -7.73 0.91 -2.76  0.362
H30 -9.42 -0.39 -1.59  0.304
H31 -9.66 -1.40 1.80  0.324
H32 -10.48 -1.52 0.13  0.542
H33 -7.98 -3.27 0.47  0.198
H34 -10.57 -3.39 -1.03  0.258
H35 -10.28 -4.98 -0.13  0.376
H36 -9.05 -4.29 -1.30  0.280
H37 -10.02 -4.49 1.91  0.355
H38 -7.80 -1.95 2.60  0.133
H39 -6.01 -2.07 2.24  0.414
H40 -6.65 0.77 2.77  0.293
H41 -7.45 -0.25 4.09  0.330
N2 6.98 1.65 -1.16  0.173
C25 7.50 0.40 -1.35  -0.418
C26 8.86 0.48 -1.23  -0.630
C27 9.18 1.83 -0.95  -0.458
C28 8.00 2.53 -0.90  -0.997
H42 6.00 1.88 -1.19  0.236
H43 6.85 -0.44 -1.56  0.489
H44 9.55 -0.34 -1.33  0.411
H45 10.16 2.25 -0.79  0.424
H46 7.79 3.57 -0.72  0.707
N3 7.81 4.54 -3.49  0.110
C29 8.08 4.37 -4.82  -0.320
C30 8.17 5.61 -5.39  -0.596
C31 7.96 6.57 -4.37  -0.531
C32 7.74 5.88 -3.20  -0.345
H47 7.68 3.80 -2.82  0.298
H48 8.18 3.38 -5.24  0.364
H49 8.38 5.81 -6.43  0.379
H50 7.97 7.64 -4.47  0.380
H51 7.54 6.22 -2.20  0.333

Values from the calculation:
- charge = +1
- gap between HOMO and LUMO (eV) = 4.3
- multiplicity = 1
- highest occupied orbital energy (eV) = -9.038
- maximum force (Eh/bohr) = 0.0622



(3)
C32H51N6O3S4SbSeSiTa | wB97M-V/def2-TZVPD

Each line ends with the Mulliken charge.
CARTESIAN COORDINATES (ANGSTROEM)
Ta1 0.18 0.40 0.77  0.287
O1 0.03 3.24 -5.83  -0.501
C1 -0.46 4.02 -4.76  -0.594
C2 -0.23 3.27 -3.48  0.005
C3 -0.60 3.82 -2.26  -1.291
C4 -0.42 3.09 -1.10  -0.685
N1 0.13 1.87 -1.09  1.011
C5 0.58 1.38 -2.25  -0.159
C6 0.39 2.03 -3.46  -0.279
C7 1.47 0.21 -2.13  0.707
C8 2.02 -0.46 -3.20  -0.339
C9 3.02 -1.39 -2.96  -0.376
C10 3.52 -2.27 -4.09  -0.807
O2 2.49 -2.53 -5.02  -0.519
C11 3.52 -1.50 -1.67  -1.267
C12 2.86 -0.84 -0.65  -0.927
N2 1.80 -0.06 -0.86  0.564
H1 -0.09 3.71 -6.66  0.333
H2 -1.53 4.22 -4.86  0.366
H3 0.06 4.98 -4.70  0.360
H4 -1.05 4.80 -2.20  0.513
H5 -0.74 3.49 -0.16  0.607
H6 0.76 1.60 -4.38  0.673
H7 1.66 -0.31 -4.20  0.657
H8 3.93 -3.19 -3.66  0.323
H9 4.32 -1.77 -4.63  0.399
H10 1.84 -3.09 -4.56  0.276
H11 4.35 -2.14 -1.45  0.478
H12 3.18 -0.94 0.37  1.079
C13 2.86 -2.84 2.37  -1.576
C14 1.47 -2.38 2.08  0.739
O3 1.27 -1.32 1.43  -0.052
N3 0.47 -3.09 2.54  0.064
C15 -0.92 -2.62 2.44  -0.605
C16 -1.09 -1.43 3.35  0.438
C17 -1.71 -1.61 4.58  -0.894
C18 -1.76 -0.57 5.49  -0.453
C19 -1.17 0.63 5.14  -1.015
C20 -0.61 0.76 3.88  -0.160
N4 -0.57 -0.24 2.98  0.822
H13 3.52 -2.63 1.53  0.344
H14 2.89 -3.90 2.59  0.483
H15 3.22 -2.29 3.24  0.342
H16 0.67 -3.94 3.05  0.292
H17 -1.57 -3.43 2.77  0.610
H18 -1.15 -2.40 1.41  -0.357
H19 -2.15 -2.57 4.82  0.478
H20 -2.24 -0.70 6.45  0.482
H21 -1.16 1.48 5.81  0.476
H22 -0.19 1.70 3.57  0.349
S1 -3.89 -1.18 1.77  -0.218
Sb1 -3.10 0.14 -0.05  0.495
S2 -1.79 1.72 1.22  -0.436
S3 -1.07 -1.05 -0.70  0.212
C21 -4.00 -2.69 -2.40  -0.730
C22 -4.32 -3.53 -3.63  -0.693
C23 -3.11 -4.12 -4.33  -1.111
C24 -2.32 -5.13 -3.50  -0.010
N5 -1.34 -4.46 -2.62  0.288
C25 -0.07 -4.85 -2.40  -0.173
S4 1.11 -3.69 -2.00  -0.213
N6 0.27 -6.15 -2.50  0.015
C26 -0.58 -7.32 -2.29  -0.929
C27 -0.56 -8.29 -3.47  -0.207
C28 -1.48 -9.49 -3.26  -0.565
C29 -2.96 -9.13 -3.26  -1.037
H23 -4.92 -2.26 -1.99  0.320
H24 -3.33 -1.87 -2.66  0.087
H25 -3.53 -3.28 -1.61  0.345
H26 -4.87 -2.91 -4.35  0.413
H27 -5.01 -4.34 -3.36  0.339
H28 -2.43 -3.33 -4.68  0.339
H29 -3.45 -4.64 -5.23  0.357
H30 -1.77 -5.80 -4.16  0.132
H31 -3.01 -5.74 -2.91  0.254
H32 -1.46 -3.47 -2.51  -0.153
H33 1.26 -6.29 -2.40  0.315
H34 -1.59 -6.99 -2.07  0.227
H35 -0.22 -7.83 -1.39  0.457
H36 0.47 -8.63 -3.63  0.344
H37 -0.85 -7.75 -4.38  0.173
H38 -1.22 -9.99 -2.33  0.304
H39 -1.29 -10.21 -4.06  0.338
H40 -3.22 -8.47 -2.42  0.252
H41 -3.58 -10.02 -3.17  0.385
H42 -3.24 -8.62 -4.18  0.269
C30 3.42 2.96 -1.16  -0.614
Si1 3.21 3.49 0.61  0.337
C31 2.36 5.13 0.76  -1.031
C32 4.79 3.42 1.57  -1.109
Se1 1.85 1.92 1.73  -0.290
H43 4.20 3.59 -1.60  0.579
H44 2.51 3.09 -1.75  0.059
H45 3.75 1.92 -1.25  0.141
H46 3.01 5.90 0.35  0.391
H47 2.16 5.38 1.80  0.348
H48 1.42 5.17 0.21  0.280
H49 5.50 4.15 1.16  0.366
H50 5.26 2.43 1.50  0.318
H51 4.63 3.65 2.62  0.340

Values from the calculation:
- charge = +2
- gap between HOMO and LUMO (spin up / spin down) (eV) = 6.2 / 5.1
- multiplicity = 2
- highest occupied orbital energy (spin up / spin down) (eV) = -12.402 / -12.401
- relative energy (zero: lowest compared OMol25 entry of this formula, charge and spin) (eV) = 0.394
- maximum force (Eh/bohr) = 0.0086



(4)
C32H51NO16P | wB97M-V/def2-TZVPD

Each line ends with the Mulliken charge.
CARTESIAN COORDINATES (ANGSTROEM)
O1 -1.40 -1.53 -3.67  -0.516
P1 -1.47 -0.01 -4.29  0.262
O2 -2.01 -0.27 -5.81  -0.505
C1 0.33 0.36 -4.53  0.019
C2 0.85 1.77 -4.16  -0.177
C3 2.28 1.55 -4.63  -0.355
N1 2.33 0.71 -5.58  0.080
C4 0.93 0.31 -5.94  -0.694
H1 -0.51 -1.89 -3.83  0.377
H2 -2.89 0.14 -5.88  0.373
H3 0.98 -0.31 -3.95  0.392
H4 0.37 2.58 -4.69  0.284
H5 0.96 1.94 -3.10  -0.271
H6 3.16 2.01 -4.20  0.543
H7 3.16 0.36 -6.03  0.303
H8 0.60 1.20 -6.48  0.318
H9 0.84 -0.58 -6.54  0.424
O3 -0.38 1.17 -1.43  -0.399
C5 -0.31 1.59 -0.29  0.389
O4 -1.36 1.63 0.52  -0.313
C6 -1.00 2.28 1.77  -0.730
C7 0.50 2.14 1.86  0.337
C8 0.91 2.17 0.39  0.035
H10 -1.33 3.32 1.72  0.417
H11 -1.52 1.79 2.59  0.416
H12 0.97 2.91 2.46  0.273
H13 0.75 1.18 2.29  -0.347
H14 1.07 3.19 0.02  0.291
H15 1.79 1.56 0.18  -0.177
O5 0.29 5.27 -1.12  -0.559
C9 -0.69 5.35 -1.81  0.546
O6 -1.15 6.51 -2.31  -0.400
C10 -2.39 6.30 -3.01  -0.480
C11 -2.37 4.83 -3.40  -0.534
C12 -1.59 4.21 -2.24  0.755
H16 -3.21 6.55 -2.34  0.252
H17 -2.42 6.96 -3.87  0.379
H18 -3.37 4.41 -3.53  0.396
H19 -1.82 4.70 -4.33  0.193
H20 -2.24 3.94 -1.40  0.156
H21 -1.01 3.35 -2.54  -0.695
O7 -5.89 2.05 3.30  -0.591
C13 -5.46 1.16 2.64  0.375
O8 -4.23 1.20 2.06  -0.206
C14 -4.04 0.03 1.23  0.224
C15 -5.01 -1.01 1.77  -0.588
C16 -6.16 -0.14 2.27  -0.407
H22 -4.26 0.30 0.20  0.220
H23 -3.00 -0.29 1.30  -0.229
H24 -5.30 -1.75 1.03  0.390
H25 -4.56 -1.53 2.62  0.271
H26 -6.89 0.08 1.48  0.255
H27 -6.66 -0.56 3.14  0.302
O9 -0.34 -0.49 3.34  -0.618
C17 0.12 -1.36 2.67  0.553
O10 1.37 -1.30 2.15  -0.385
C18 1.61 -2.44 1.30  -0.324
C19 0.62 -3.49 1.76  -0.216
C20 -0.56 -2.64 2.23  -0.313
H28 1.45 -2.13 0.26  0.157
H29 2.65 -2.76 1.40  0.233
H30 0.37 -4.21 0.99  0.208
H31 1.04 -4.04 2.60  0.240
H32 -1.25 -2.41 1.41  0.043
H33 -1.09 -3.10 3.05  0.402
O11 -2.72 -5.31 2.12  -0.553
C21 -2.28 -6.20 1.45  0.499
O12 -1.04 -6.16 0.91  -0.240
C22 -0.82 -7.31 0.07  -0.501
C23 -1.83 -8.35 0.56  -0.531
C24 -2.99 -7.47 1.03  -0.486
H34 -1.00 -7.01 -0.96  0.288
H35 0.21 -7.64 0.17  0.333
H36 -2.10 -9.07 -0.21  0.329
H37 -1.41 -8.89 1.40  0.272
H38 -3.68 -7.24 0.22  0.269
H39 -3.52 -7.91 1.87  0.307
O13 2.69 5.47 4.20  -0.581
C25 2.60 4.49 4.88  0.427
O14 1.77 3.46 4.56  -0.261
C26 1.79 2.47 5.61  -0.234
C27 3.10 2.69 6.34  -0.566
C28 3.30 4.20 6.19  -0.426
H40 0.92 2.63 6.25  0.237
H41 1.72 1.48 5.16  0.197
H42 3.08 2.35 7.37  0.356
H43 3.91 2.16 5.83  0.270
H44 2.81 4.76 6.98  0.257
H45 4.35 4.48 6.13  0.298
O15 4.27 -3.85 -1.17  -0.558
C29 4.50 -2.71 -1.43  0.384
O16 3.62 -1.71 -1.19  -0.251
C30 4.13 -0.47 -1.69  0.415
C31 5.64 -0.66 -1.78  -0.664
C32 5.75 -2.15 -2.09  -0.472
H46 3.67 -0.28 -2.67  -0.346
H47 3.85 0.34 -1.02  0.233
H48 6.11 -0.01 -2.53  0.373
H49 6.09 -0.44 -0.82  0.294
H50 5.70 -2.36 -3.16  0.246
H51 6.64 -2.60 -1.66  0.334

Values from the calculation:
- charge = +1
- gap between HOMO and LUMO (eV) = 7.0
- multiplicity = 1
- highest occupied orbital energy (eV) = -11.327
- maximum force (Eh/bohr) = 0.0446



(5)
C32H52F3NO14S2 | wB97M-V/def2-TZVPD

Each line ends with the Mulliken charge.
CARTESIAN COORDINATES (ANGSTROEM)
C1 1.66 6.35 -1.93  -1.447
C2 0.76 5.15 -2.32  -0.303
C3 1.04 3.98 -1.35  -1.764
C4 -0.27 3.29 -0.86  1.275
C5 -0.64 3.90 0.51  -1.557
C6 -0.29 1.74 -0.93  -0.552
O1 0.95 1.12 -0.80  -0.204
C7 1.66 1.38 0.39  0.788
C8 2.96 0.55 0.30  -0.896
O2 3.75 0.66 1.46  -0.465
C9 3.29 -0.15 2.53  -0.094
C10 3.48 -1.65 2.30  -1.063
O3 -0.87 1.37 -2.17  -0.364
C11 -0.07 1.64 -3.30  -0.330
S1 -0.10 0.23 -4.42  1.452
C12 0.74 -1.16 -3.68  -0.965
O4 -1.44 -0.08 -4.84  -0.688
O5 0.69 0.66 -5.56  -0.756
C13 -1.33 1.11 0.10  -0.805
C14 -1.18 -0.41 -0.02  0.191
N1 -0.33 -0.98 1.07  -0.408
O6 -2.57 1.65 -0.30  0.236
C15 -3.74 1.37 0.44  0.440
C16 -4.51 2.75 0.53  -1.959
C17 -4.78 3.36 -0.82  -0.259
C18 -6.00 3.13 -1.43  -0.138
C19 -6.30 3.63 -2.67  -0.943
C20 -5.36 4.39 -3.34  -0.460
C21 -4.15 4.67 -2.74  -0.799
C22 -3.88 4.15 -1.49  0.607
C23 -4.60 0.39 -0.39  -1.282
C24 -6.03 0.07 0.14  0.929
C25 -6.01 -1.23 1.02  -1.600
C26 -6.91 -0.29 -1.11  -1.881
S2 -3.55 0.91 2.20  1.628
O7 -4.84 0.95 2.79  -0.679
O8 -2.63 1.78 2.85  -0.665
F1 -3.09 -0.60 2.30  -0.239
H1 1.42 6.61 -0.89  0.335
H2 2.71 6.03 -1.92  0.329
H3 1.51 7.21 -2.57  0.439
H4 0.92 4.86 -3.36  0.368
H5 -0.26 5.50 -2.15  0.125
H6 1.50 4.44 -0.47  0.734
H7 1.79 3.28 -1.74  0.602
H8 -1.06 3.63 -1.55  0.261
H9 -0.34 4.95 0.56  0.544
H10 -1.69 3.76 0.78  0.105
H11 -0.05 3.39 1.28  0.300
H12 1.98 2.42 0.52  0.073
H13 1.16 1.08 1.31  -0.278
H14 3.54 1.01 -0.51  0.269
H15 2.74 -0.47 -0.01  0.331
H16 2.26 0.06 2.83  0.159
H17 3.92 0.12 3.39  0.405
H18 3.15 -2.16 3.22  0.453
H19 2.80 -1.99 1.52  0.276
H20 4.52 -1.90 2.11  0.184
H21 0.95 1.97 -3.12  0.201
H22 -0.56 2.43 -3.89  0.230
H23 0.80 -1.93 -4.46  0.481
H24 0.22 -1.47 -2.78  0.205
H25 1.75 -0.82 -3.45  0.274
H26 -0.97 1.40 1.09  0.931
H27 -2.15 -0.93 0.07  0.751
H28 -0.75 -0.75 -0.96  -1.002
H29 -0.68 -1.91 1.26  0.347
H30 -0.42 -0.43 1.91  0.208
H31 -3.81 3.42 1.04  0.785
H32 -5.39 2.70 1.16  0.777
H33 -6.73 2.54 -0.90  0.501
H34 -7.26 3.41 -3.13  0.417
H35 -5.58 4.76 -4.33  0.382
H36 -3.43 5.27 -3.27  0.418
H37 -2.93 4.37 -1.01  0.176
H38 -4.11 -0.58 -0.50  0.375
H39 -4.70 0.77 -1.40  0.619
H40 -6.54 0.89 0.63  0.550
H41 -6.69 -1.98 0.62  0.561
H42 -5.00 -1.61 1.17  0.255
H43 -6.42 -0.95 2.00  0.276
H44 -7.95 -0.08 -0.81  0.387
H45 -6.85 -1.34 -1.37  0.538
H46 -6.70 0.35 -1.97  0.346
C27 8.39 -3.42 3.10  -0.447
C28 7.02 -3.68 3.69  0.342
O9 6.35 -4.34 2.63  -0.282
C29 7.30 -4.99 1.91  0.651
O10 7.07 -5.85 1.12  -0.556
O11 8.54 -4.54 2.21  -0.315
F2 6.38 -2.52 3.97  -0.253
H47 8.42 -2.50 2.52  0.295
H48 9.18 -3.40 3.84  0.288
H49 7.03 -4.32 4.57  0.259
C30 5.71 -8.84 1.73  0.069
C31 4.27 -8.86 1.28  0.328
O12 3.71 -9.86 2.11  -0.325
C32 4.43 -9.85 3.28  0.668
O13 4.08 -10.35 4.29  -0.497
O14 5.59 -9.17 3.12  -0.319
F3 4.16 -9.26 -0.01  -0.277
H50 6.32 -9.59 1.22  0.245
H51 6.17 -7.86 1.60  -0.149
H52 3.74 -7.92 1.41  0.289

Values from the calculation:
- gap between HOMO and LUMO (eV) = 9.8
- multiplicity = 1
- highest occupied orbital energy (eV) = -9.544
- SMILES = CCC[C@H](C)[C@](OCCOCC)(OCS(C)(=O)=O)[C@H](CN)O[C@@](Cc1ccccc1)(CC(C)C)S(=O)(=O)F.O=C1OC[C@@H](F)O1.O=C1OC[C@@H](F)O1
- maximum force (Eh/bohr) = 0.0528